Molecular formula: C25H38BBeBr3CaClF2N2O6
Method: DFT, wB97M-V/def2-TZVPD

net charge	+1
lowest unoccupied orbital energy	-0.284	Ha
Kohn-Sham gap	1.15	eV
HOMO	-8.8661	eV

Last column: Löwdin charge in e.
Element x y z (Å)
Br -0.674 9.722 4.173  0.56
Br -2.592 8.184 2.146  0.58
Br -1.917 6.891 4.985  0.57
Ca 5.492 -0.363 -0.682  1.66
Cl 4.852 -2.088 -3.969  0.05
F 0.219 -6.194 -2.924  -0.49
F 0.573 6.496 0.918  -0.45
O -2.445 -5.887 -3.553  -0.08
O -0.104 -1.847 2.169  0.15
O 1.033 -0.803 0.522  0.04
O 1.932 0.889 -3.955  0.19
O -1.253 3.566 1.422  0.08
O 1.872 -1.481 -3.869  0.11
N -4.432 -0.717 4.961  0.01
N -2.621 -3.556 -0.965  0.02
C -1.780 1.335 2.031  -0.03
C 3.385 -5.816 -0.719  0.09
C 0.358 3.282 -2.217  -0.10
C -2.056 3.327 3.647  -0.02
C 0.002 -1.567 -1.399  -0.05
C 0.689 4.001 -3.365  -0.08
C -4.138 -2.436 3.600  -0.11
C 1.450 4.948 -0.868  -0.07
C 3.950 -4.801 -1.014  -0.04
C -1.282 8.006 3.537  -1.63
C 0.740 3.749 -0.977  -0.08
C -1.656 2.822 2.280  -0.48
C -2.943 -1.665 3.622  -0.11
C 3.737 -2.293 -1.040  -0.35
C -1.296 -3.476 -0.319  -0.21
C -5.036 -1.824 4.433  -0.14
C 0.011 -1.597 1.023  -0.42
C 1.399 5.199 -3.263  -0.08
C 1.881 -0.021 -1.633  0.01
C 1.772 5.677 -2.019  -0.06
C 1.412 -1.211 -0.787  -0.42
C 2.254 -2.506 -0.746  -0.07
C 4.390 -3.546 -1.663  -0.28
C -0.881 -1.981 -0.179  -0.16
C -3.159 -0.609 4.469  -0.15
B 1.884 -0.259 -3.232  -0.71
Be 1.808 -7.085 -1.746  0.90
H -1.431 2.860 4.411  0.09
H -3.344 -3.597 -0.254  0.08
H -0.582 -4.046 -0.931  0.09
H 2.193 -2.877 0.289  0.15
H 2.784 -1.850 -3.823  -0.04
H 2.314 6.609 -1.934  0.11
H 4.171 -3.473 -2.752  -0.01
H 0.490 3.190 -0.085  0.08
H -2.817 1.020 2.148  0.09
H -3.108 3.099 3.832  0.09
H -1.913 -5.533 -4.272  0.02
H -1.459 1.114 1.012  0.07
H -2.520 0.205 4.765  0.10
H -1.334 -3.970 0.661  0.12
H -1.145 0.783 2.726  0.08
H 1.199 0.816 -1.444  0.11
H 1.654 5.754 -4.156  0.10
H -1.775 -1.369 -0.005  0.15
H 1.746 5.315 0.112  0.08
H -0.197 2.354 -2.298  0.10
H -6.048 -2.079 4.696  0.11
H -4.857 -0.080 5.610  0.15
H 3.953 -1.477 -1.774  -0.05
H -0.425 7.504 3.100  -0.05
H 0.091 -2.329 -2.178  0.12
H 1.786 -3.283 -1.358  0.13
H -1.919 4.409 3.699  0.01
H 2.930 0.289 -1.346  0.07
H 4.284 -2.105 -0.058  0.07
H 2.862 -6.739 -0.576  -0.04
H -2.792 -2.671 -1.431  0.07
H -2.034 -1.863 3.079  0.06
H 0.395 3.629 -4.338  0.10
H 5.475 -3.458 -1.507  0.10
H -4.317 -3.337 3.037  0.09
H 1.685 0.728 -4.874  0.13
H -2.266 -5.293 -2.810  -0.01
H -0.560 -0.713 -1.806  0.14


Molecular formula: C25H38Cl2F4O24
Method: DFT, wB97M-V/def2-TZVPD

lowest unoccupied orbital energy	-0.002	Ha
Kohn-Sham gap	9.78	eV
HOMO	-9.8302	eV

Last column: Löwdin charge in e.
Element x y z (Å)
Cl 3.308 -1.680 -2.266  0.71
Cl 4.671 -0.237 -0.106  0.76
F -4.182 4.059 3.531  0.13
F -0.771 -5.845 -0.987  0.16
F 0.171 -2.080 0.287  0.05
F 0.537 3.403 -0.859  -0.05
O -0.849 0.823 -1.114  0.11
O 2.791 2.353 1.091  0.04
O -2.992 -1.555 1.123  -0.01
O 0.533 -3.935 5.025  0.01
O 2.394 2.643 -4.389  0.04
O 1.996 0.631 -5.510  0.00
O -4.536 -4.036 -1.604  0.13
O 0.694 1.160 -2.698  0.06
O 3.969 0.672 2.068  -0.17
O -2.507 -3.225 -0.600  0.00
O -2.489 -4.878 -1.991  0.15
O -2.367 3.490 0.676  0.09
O -2.257 1.255 0.730  0.16
O -1.184 -0.575 2.026  -0.13
O 1.528 2.491 -6.523  0.02
O 0.145 -3.407 2.955  0.02
O -1.387 6.072 -2.876  0.12
O 0.816 -0.585 -1.340  0.08
O -3.067 2.428 2.456  0.16
O 0.003 4.401 -3.550  0.13
O -2.453 -2.036 3.328  0.09
O -1.284 4.101 -1.811  0.17
O -0.371 -5.450 3.669  0.15
O 1.747 0.388 1.688  0.01
C -3.312 -4.041 -1.350  -0.47
C -0.188 -0.435 2.986  0.00
C -1.120 -4.767 -1.558  -0.32
C -0.957 -0.061 0.059  -0.06
C -2.495 2.299 1.210  -0.47
C 0.196 0.465 -1.830  -0.49
C 1.658 2.837 0.411  -0.05
C 0.355 -0.781 0.039  -0.20
C -3.996 -2.626 1.130  0.01
C 3.278 -1.098 -0.632  -1.00
C 0.368 3.177 -3.003  -0.14
C -0.961 4.921 -2.803  -0.53
C -2.257 -1.395 2.242  -0.44
C 2.375 -0.301 -4.526  -0.14
C -0.382 3.061 -1.721  -0.32
C -1.179 -3.648 -0.563  -0.08
C 2.737 1.149 1.658  -0.45
C 0.326 -4.519 6.286  -0.04
C 1.406 3.937 -6.544  0.00
C -0.403 -3.673 1.644  -0.08
C 0.112 -4.380 3.862  -0.62
C -3.111 3.781 2.836  -0.36
C 4.941 1.600 2.453  -0.08
C 1.968 1.988 -5.387  -0.51
C -3.064 4.464 1.448  0.00
H -2.239 4.134 3.386  0.17
H -0.506 -4.636 -2.449  0.17
H -4.970 -2.190 0.909  0.11
H -0.207 -2.700 1.192  -0.03
H 1.350 2.159 -0.385  0.12
H -2.489 5.376 1.285  0.15
H -0.783 -4.002 0.389  0.00
H -3.839 -3.390 0.368  0.05
H 2.034 4.453 -7.270  0.10
H 0.362 -5.594 6.109  0.10
H -1.435 -4.020 1.681  0.14
H -4.068 -3.218 2.042  0.11
H 0.990 -0.380 0.828  0.06
H 1.419 4.422 -5.568  0.08
H -1.187 0.444 0.997  0.06
H 5.885 1.085 2.275  0.10
H 4.761 1.858 3.497  0.10
H 2.362 -0.536 -0.454  0.01
H -0.470 -2.839 -0.737  0.12
H -1.738 -0.806 -0.094  0.15
H -0.720 0.125 3.755  0.12
H -4.107 4.504 1.130  0.15
H 1.430 3.043 -2.800  0.14
H 1.113 -4.236 6.985  0.09
H 1.826 -1.200 -4.809  0.10
H 0.348 3.922 -6.805  0.10
H 0.610 0.179 2.569  0.05
H 3.450 -0.475 -4.474  0.07
H 0.086 -4.494 1.120  0.14
H -0.536 -4.170 6.854  0.10
H 0.189 -1.356 3.430  0.11
H 4.932 2.505 1.846  0.10
H 0.823 3.049 1.079  0.14
H 1.920 -0.067 -3.564  0.02
H 3.243 -1.957 0.039  0.05
H -0.715 2.062 -1.439  0.05
H 0.098 2.340 -3.647  0.14
H 1.877 3.804 -0.043  0.15


Total energy per entry: -10634.8947; -4100.2175 Eh